{"formula": "C8H13BF3INO4", "method": "the ωB97M-V functional and the def2-TZVPD basis", "charge": -1, "orbital_gap_ev": 6.541, "homo_energy_ev": -4.15, "largest_force_ha_per_bohr": 0.15364, "smiles": "CCOB(O)[C@@](C[C@H](C)I)(NC(F)(F)F)C(=O)[O-]", "molar_mass_g_mol": 381.90, "elements": ["C", "C", "O", "B", "O", "C", "C", "C", "C", "I", "N", "C", "F", "F", "F", "C", "O", "O", "H", "H", "H", "H", "H", "H", "H", "H", "H", "H", "H", "H", "H"], "coordinates": [[4.282, 0.072, 0.008], [3.281, 1.376, -0.298], [1.914, 0.987, -0.668], [1.137, 0.462, 0.470], [1.698, 0.662, 1.830], [-0.291, -0.378, 0.170], [-1.246, 0.654, -0.644], [-2.547, 1.241, 0.158], [-3.802, 0.204, 0.323], [-3.331, 2.932, -1.070], [0.164, -1.612, -0.561], [-0.894, -2.368, -1.289], [-0.467, -3.817, -1.302], [-0.922, -1.972, -2.746], [-2.255, -2.346, -0.727], [-0.811, -0.848, 1.651], [-1.113, -0.067, 2.691], [-0.897, -2.322, 1.927], [5.303, 0.280, -0.573], [3.738, -0.892, -0.398], [4.492, 0.059, 1.160], [3.352, 2.205, 0.538], [3.754, 1.879, -1.272], [1.360, 1.504, 2.255], [-1.655, 0.259, -1.688], [-0.597, 1.614, -0.936], [-2.219, 1.741, 1.170], [-3.545, -0.762, 0.953], [-4.142, -0.127, -0.765], [-4.709, 0.771, 0.822], [0.969, -1.392, -1.187]], "mulliken_charge": [-0.75, -0.22, -0.44, 0.22, -0.46, 1.20, -0.77, -0.46, -0.86, -0.09, -0.39, 0.63, -0.31, -0.30, -0.17, -0.02, -0.69, -0.78, 0.31, 0.19, 0.21, 0.19, 0.26, 0.29, 0.31, 0.25, 0.44, 0.27, 0.28, 0.33, 0.31]}


{"formula": "C16H16O5", "method": "the ωB97M-V functional and the def2-TZVPD basis", "e_above_lowest_kj_mol": 263.0, "orbital_gap_ev": 9.020, "homo_energy_ev": -8.58, "largest_force_ha_per_bohr": 0.02097, "smiles": "C=CCc1ccc(OCc2ccc(C(=O)O)o2)c(OC)c1", "molar_mass_g_mol": 288.30, "elements": ["C", "C", "C", "C", "C", "C", "C", "O", "C", "C", "C", "C", "C", "C", "O", "O", "O", "C", "O", "C", "C", "H", "H", "H", "H", "H", "H", "H", "H", "H", "H", "H", "H", "H", "H", "H", "H"], "coordinates": [[-0.498, 5.696, -1.229], [-0.858, 4.929, -0.218], [0.072, 4.018, 0.528], [-0.395, 2.595, 0.376], [-1.268, 2.025, 1.295], [-1.705, 0.729, 1.116], [-1.296, -0.036, 0.029], [-1.769, -1.339, -0.110], [-1.411, -2.231, 0.929], [0.064, -2.486, 0.956], [1.112, -1.663, 1.272], [2.285, -2.412, 1.055], [1.878, -3.647, 0.619], [2.656, -4.838, 0.245], [3.855, -4.877, 0.282], [1.920, -5.892, -0.148], [0.519, -3.689, 0.555], [-0.437, 0.534, -0.920], [0.047, -0.035, -2.054], [-0.349, -1.327, -2.455], [-0.006, 1.847, -0.718], [-1.201, 6.330, -1.742], [0.519, 5.729, -1.582], [-1.887, 4.907, 0.118], [0.071, 4.292, 1.586], [1.085, 4.125, 0.137], [-1.605, 2.590, 2.151], [-2.387, 0.290, 1.828], [-1.941, -3.160, 0.707], [-1.736, -1.850, 1.906], [1.046, -0.650, 1.612], [3.299, -2.099, 1.195], [0.972, -5.695, -0.121], [0.063, -1.454, -3.455], [-1.436, -1.425, -2.488], [0.064, -2.097, -1.799], [0.658, 2.264, -1.458]], "mulliken_charge": [-0.79, 0.02, -1.16, 0.62, -0.87, -0.52, 0.73, -0.52, -0.82, 0.29, 0.16, -0.98, 0.59, 0.26, -0.55, -0.54, -0.37, 0.49, -0.45, -0.53, -0.61, 0.27, 0.25, 0.30, 0.37, 0.38, 0.39, 0.37, 0.29, 0.32, 0.60, 0.51, 0.42, 0.30, 0.30, 0.03, 0.45]}


{"formula": "C3H7NS", "method": "the ωB97M-V functional and the def2-TZVPD basis", "e_above_lowest_kj_mol": 304.7, "orbital_gap_ev": 8.098, "homo_energy_ev": -7.42, "largest_force_ha_per_bohr": 0.10791, "smiles": "CN1CCS1", "molar_mass_g_mol": 89.16, "elements": ["C", "N", "C", "C", "S", "H", "H", "H", "H", "H", "H", "H"], "coordinates": [[0.841, -1.650, -0.206], [0.155, -0.504, -0.553], [-0.864, 0.449, 0.613], [-0.468, 1.643, -0.136], [1.043, 0.890, -0.888], [0.226, -2.118, 0.437], [0.998, -2.129, -1.197], [1.802, -1.593, 0.249], [-0.535, 0.547, 1.657], [-1.820, 0.056, 0.577], [-1.242, 1.870, -0.891], [-0.135, 2.539, 0.338]], "mulliken_charge": [-0.84, -0.20, -0.46, -0.44, -0.13, 0.37, 0.25, 0.34, 0.23, 0.32, 0.21, 0.35]}


{"formula": "C4H4PS", "method": "the ωB97M-V functional and the def2-TZVPD basis", "charge": -1, "e_above_lowest_kj_mol": 138.9, "orbital_gap_ev": [6.550, 6.549], "homo_energy_ev": [-2.59, -2.59], "largest_force_ha_per_bohr": 0.08210, "smiles": "[S-]C1=[PH]=CC=C1", "molar_mass_g_mol": 115.12, "elements": ["S", "C", "P", "C", "C", "C", "H", "H", "H", "H"], "coordinates": [[3.207, -0.372, 0.153], [1.228, -0.049, 0.011], [0.514, 1.595, -0.018], [-1.117, 0.759, -0.107], [-1.044, -0.595, -0.240], [0.300, -1.057, -0.253], [0.128, 1.609, 1.292], [-2.021, 1.461, -0.184], [-1.751, -1.296, -0.425], [0.555, -2.055, -0.229]], "mulliken_charge": [-0.61, -0.08, -0.12, -0.53, -0.39, -0.48, 0.02, 0.28, 0.47, 0.43]}


{"formula": "C4H14N2O2", "method": "the ωB97M-V functional and the def2-TZVPD basis", "e_above_lowest_kj_mol": 172.5, "orbital_gap_ev": 9.850, "homo_energy_ev": -9.31, "largest_force_ha_per_bohr": 0.02115, "smiles": "C=NCCCN.O.O", "molar_mass_g_mol": 122.17, "elements": ["C", "N", "C", "C", "C", "N", "H", "H", "H", "H", "H", "H", "H", "H", "H", "H", "O", "H", "H", "O", "H", "H"], "coordinates": [[2.528, 0.078, -1.116], [1.537, -0.557, -0.700], [0.182, -0.078, -0.709], [-0.030, 1.436, -0.485], [-0.641, 1.816, 0.856], [-2.117, 1.649, 0.953], [3.534, -0.322, -1.015], [2.537, 1.060, -1.615], [-0.307, -0.410, -1.623], [-0.327, -0.559, 0.124], [-0.613, 1.863, -1.307], [0.932, 1.954, -0.565], [-0.454, 2.862, 1.067], [-0.188, 1.186, 1.622], [-2.339, 0.656, 0.981], [-2.505, 1.982, 0.081], [-2.795, -1.359, -2.401], [-3.016, -0.532, -1.963], [-3.001, -1.209, -3.328], [2.028, -2.588, 3.447], [1.294, -2.202, 3.939], [2.410, -1.818, 2.988]], "mulliken_charge": [-0.26, -0.48, -0.29, -0.29, -0.93, -0.64, 0.28, 0.25, 0.22, 0.24, 0.28, 0.33, 0.35, 0.40, 0.29, 0.25, -0.64, 0.30, 0.32, -0.64, 0.32, 0.32]}


{"formula": "C3H2N4", "method": "the ωB97M-V functional and the def2-TZVPD basis", "e_above_lowest_kj_mol": 300.1, "orbital_gap_ev": [7.452, 7.451], "homo_energy_ev": [-9.33, -9.33], "largest_force_ha_per_bohr": 0.04584, "molar_mass_g_mol": 94.08, "elements": ["N", "C", "C", "C", "N", "N", "N", "H", "H"], "coordinates": [[3.176, -0.102, 0.099], [2.017, 0.027, -0.023], [0.678, 0.231, -0.359], [-0.452, -0.624, -0.335], [-1.634, -0.440, 0.109], [-1.199, 1.852, 0.909], [-0.111, 1.689, 0.737], [-0.159, -1.509, -0.928], [-2.317, -1.125, -0.210]], "mulliken_charge": [-0.37, 0.37, -0.19, 0.18, -0.60, -0.13, 0.16, 0.32, 0.24]}


{"formula": "C4H5NOS2", "method": "the ωB97M-V functional and the def2-TZVPD basis", "e_above_lowest_kj_mol": 142.0, "orbital_gap_ev": 7.670, "homo_energy_ev": -8.83, "largest_force_ha_per_bohr": 0.03785, "smiles": "O[C@@H]1CSN=C1C=S", "molar_mass_g_mol": 147.22, "elements": ["O", "C", "C", "S", "N", "C", "C", "S", "H", "H", "H", "H", "H"], "coordinates": [[-0.576, 1.530, -0.544], [0.084, 0.582, 0.271], [1.600, 0.688, 0.092], [2.277, -0.993, 0.017], [0.760, -1.689, -0.255], [-0.237, -0.866, -0.132], [-1.591, -1.343, -0.236], [-2.970, -0.614, 0.125], [-1.306, 1.951, -0.027], [-0.157, 0.615, 1.363], [2.074, 1.342, 0.881], [1.681, 1.174, -0.914], [-1.639, -2.376, -0.642]], "mulliken_charge": [-0.54, 0.18, -0.61, -0.02, -0.56, 0.59, -0.41, -0.26, 0.37, 0.26, 0.35, 0.31, 0.34]}


{"formula": "CHO3S3", "method": "the ωB97M-V functional and the def2-TZVPD basis", "charge": -1, "e_above_lowest_kj_mol": 74.7, "orbital_gap_ev": [7.119, 6.631], "homo_energy_ev": [-3.84, -5.02], "largest_force_ha_per_bohr": 0.08855, "spin_multiplicity": 3, "molar_mass_g_mol": 157.22, "elements": ["C", "O", "O", "O", "S", "S", "S", "H"], "coordinates": [[-1.298, 0.391, 1.179], [2.202, 0.712, -0.762], [0.648, -1.124, -0.196], [1.177, -0.367, -2.612], [-2.357, 1.128, 2.154], [-0.895, -1.262, 1.139], [1.656, -0.558, -1.232], [-1.133, 1.079, 0.330]], "mulliken_charge": [-0.15, -0.50, -0.44, -0.51, -0.33, 0.03, 0.64, 0.27]}


{"formula": "C18H33LiN3O3", "method": "the ωB97M-V functional and the def2-TZVPD basis", "charge": 1, "e_above_lowest_kj_mol": 0.0, "orbital_gap_ev": 8.505, "homo_energy_ev": -10.87, "largest_force_ha_per_bohr": 0.04248, "molar_mass_g_mol": 346.42, "elements": ["C", "C", "H", "H", "C", "C", "H", "H", "C", "H", "H", "H", "C", "H", "H", "H", "Li", "O", "C", "O", "C", "O", "N", "C", "C", "H", "H", "H", "H", "C", "C", "H", "H", "H", "C", "N", "C", "C", "C", "N", "C", "C", "H", "H", "H", "H", "H", "H", "H", "H", "H", "H", "H", "H", "H", "H", "H", "H"], "coordinates": [[-0.117, -2.146, -4.151], [-0.920, -1.174, -4.996], [-0.496, -3.170, -4.279], [0.941, -2.153, -4.482], [-0.971, 0.131, -4.659], [-0.674, 0.605, -3.230], [-1.648, 0.689, -2.700], [-0.234, 1.621, -3.248], [-1.564, -1.722, -6.233], [-1.599, -2.819, -6.207], [-1.067, -1.439, -7.172], [-2.602, -1.365, -6.317], [-1.366, 1.119, -5.712], [-2.416, 0.973, -6.013], [-0.741, 0.969, -6.611], [-1.235, 2.151, -5.369], [-0.254, -0.309, 1.975], [-0.271, -0.529, -0.106], [0.406, -0.007, -1.003], [1.178, 0.876, 1.667], [1.755, 1.232, 0.636], [2.761, 2.087, 0.664], [1.467, 0.838, -0.678], [3.280, 2.256, -0.695], [2.398, 1.472, -1.620], [4.307, 1.883, -0.692], [3.274, 3.331, -0.900], [2.958, 0.708, -2.167], [1.872, 2.120, -2.333], [0.237, -0.321, -2.498], [-0.212, -1.777, -2.701], [1.215, -0.204, -2.988], [-1.247, -1.826, -2.342], [0.414, -2.429, -2.052], [-2.438, 0.769, 4.014], [-1.070, 1.181, 3.703], [-1.025, 2.579, 3.303], [-0.147, 0.953, 4.823], [0.024, -0.521, 5.144], [0.337, -1.308, 3.915], [1.793, -1.444, 3.741], [-0.286, -2.635, 3.976], [-3.090, 1.096, 3.197], [-2.816, 1.209, 4.955], [-2.504, -0.322, 4.095], [-1.217, 3.261, 4.148], [-0.033, 2.797, 2.899], [-1.776, 2.768, 2.532], [0.827, 1.380, 4.549], [-0.509, 1.468, 5.735], [0.857, -0.617, 5.865], [-0.894, -0.915, 5.601], [2.292, -1.782, 4.670], [2.003, -2.178, 2.951], [2.218, -0.477, 3.445], [-1.374, -2.512, 4.084], [-0.082, -3.178, 3.040], [0.083, -3.247, 4.824]], "mulliken_charge": [-0.79, 0.88, 0.46, 0.34, 0.61, -0.66, 0.33, 0.23, -1.69, 0.38, 0.33, 0.34, -1.74, 0.32, 0.32, 0.39, 1.10, -0.98, 0.11, -0.48, 0.12, -0.35, 0.41, -0.42, -0.44, 0.28, 0.31, 0.37, 0.20, 0.57, -0.90, 0.05, 0.25, 0.42, -1.03, 0.65, -1.18, -0.76, -1.35, 0.83, -1.23, -1.13, 0.38, 0.28, 0.25, 0.35, 0.29, 0.34, 0.36, 0.45, 0.35, 0.47, 0.35, 0.34, 0.32, 0.36, 0.31, 0.32]}